1.
{"formula": "C3H26N2O10S", "method": "the ωB97M-V functional and the def2-TZVPD basis", "smiles": "NC(=O)NCCS.O.O.O.O.O.O.O.O.O", "lumo_ev": 0.104, "homo_lumo_gap_ev": 9.45, "symbols": ["C", "C", "S", "N", "C", "N", "O", "H", "H", "H", "H", "H", "H", "H", "H", "H", "H", "O", "H", "H", "O", "H", "H", "O", "H", "H", "O", "H", "H", "O", "H", "H", "O", "H", "H", "O", "H", "H", "O", "H", "H", "O"], "coordinates": [[-1.306, -0.795, 1.407], [-1.659, -1.876, 0.396], [-3.422, -2.289, 0.414], [0.095, -0.382, 1.308], [0.514, 0.612, 0.512], [-0.419, 1.213, -0.290], [1.694, 1.014, 0.523], [-1.958, 0.059, 1.307], [-1.440, -1.202, 2.400], [-1.108, -2.793, 0.599], [-1.391, -1.595, -0.607], [-3.849, -1.209, -0.253], [0.699, -0.590, 2.102], [-0.034, 1.734, -1.071], [-1.267, 0.709, -0.539], [2.497, 0.394, 2.468], [1.632, 0.797, 3.671], [2.047, 0.024, 3.230], [0.099, -1.291, -1.992], [-0.940, -1.519, -3.182], [-0.606, -0.858, -2.549], [-1.922, -0.097, -1.617], [-3.467, -0.061, -1.456], [-2.641, 0.203, -1.021], [3.297, 2.429, -1.859], [2.332, 1.545, -0.954], [2.663, 1.699, -1.875], [1.427, -1.698, -0.231], [2.099, -1.790, -1.623], [1.290, -2.075, -1.121], [1.691, 1.182, -3.397], [0.547, 0.226, -3.556], [1.288, 0.621, -4.076], [-0.875, 3.889, 1.682], [-0.688, 2.466, 1.120], [-1.013, 2.963, 1.902], [3.291, -0.077, -2.224], [2.812, -0.831, -3.435], [3.261, -0.985, -2.587], [-0.064, 1.983, 4.827], [0.035, 2.435, 3.308], [0.569, 2.196, 4.099]]}

***

2.
{"formula": "C3H26NO10", "method": "the ωB97M-V functional and the def2-TZVPD basis", "lumo_ev": 3.106, "homo_lumo_gap_ev": 9.52, "total_charge": -1, "symbols": ["C", "O", "C", "C", "N", "H", "H", "H", "H", "H", "H", "H", "H", "H", "H", "O", "H", "H", "O", "H", "H", "O", "H", "H", "O", "H", "H", "O", "H", "H", "O", "H", "H", "O", "H", "H", "O", "H", "H", "O"], "coordinates": [[-0.236, 0.689, -1.244], [-1.431, -0.017, -0.917], [0.798, -0.044, -2.127], [2.106, 0.757, -1.903], [1.029, -1.427, -1.591], [0.244, 1.010, -0.327], [-0.542, 1.552, -1.813], [0.579, 0.052, -3.186], [1.899, 1.796, -1.647], [2.777, 0.231, -1.228], [2.738, 0.765, -2.803], [0.309, -1.550, -0.891], [0.849, -2.029, -2.383], [-1.607, -1.657, -2.312], [-1.850, -2.405, -1.023], [-1.546, -2.533, -1.919], [0.349, 2.085, 1.110], [0.813, 3.094, 2.079], [1.061, 2.751, 1.217], [-1.544, -1.314, 1.475], [-1.226, -0.253, 0.081], [-0.828, -0.681, 1.368], [0.511, -0.467, 2.122], [2.011, -0.995, 2.133], [1.323, -0.600, 2.682], [0.282, -3.405, 0.933], [0.242, -2.759, 2.390], [-0.066, -3.476, 1.822], [-2.116, 3.134, -0.613], [-0.674, 3.143, -0.437], [-1.346, 3.562, -0.984], [-3.605, 0.009, 0.047], [-3.261, 0.191, 1.556], [-3.862, -0.217, 0.928], [-1.605, 1.750, 2.778], [-1.137, 0.697, 1.659], [-1.329, 1.729, 1.858], [2.621, -1.145, -0.023], [3.931, -0.631, 0.545], [3.338, -1.389, 0.588]]}

***

3.
{"formula": "C3H26NO9", "method": "the ωB97M-V functional and the def2-TZVPD basis", "lumo_ev": -2.636, "homo_lumo_gap_ev": 10.95, "total_charge": 1, "symbols": ["O", "C", "C", "N", "C", "H", "H", "H", "H", "H", "H", "H", "H", "H", "H", "H", "H", "O", "H", "H", "O", "H", "H", "O", "H", "H", "O", "H", "H", "O", "H", "H", "O", "H", "H", "O", "H", "H", "O"], "coordinates": [[0.781, -1.567, 1.163], [1.520, -2.510, 0.368], [2.416, -1.538, -0.408], [1.599, -0.696, -1.412], [2.259, -0.140, -2.643], [-0.140, -1.156, 1.078], [2.155, -3.047, 1.107], [1.013, -3.323, -0.077], [3.209, -2.066, -0.913], [2.841, -0.646, 0.260], [1.146, 0.104, -0.986], [0.806, -1.319, -1.508], [3.306, -0.240, -2.602], [1.975, 0.945, -2.598], [2.120, -0.524, -3.710], [-2.457, 2.074, -2.696], [-3.176, 1.528, -1.484], [-2.410, 1.806, -1.779], [2.097, 2.162, -0.133], [3.050, 2.039, 0.954], [2.558, 1.474, 0.303], [-2.148, -1.383, -1.376], [-1.650, -2.108, -2.484], [-1.989, -2.247, -1.625], [0.159, 4.289, 2.093], [0.401, 2.735, 1.931], [0.177, 3.492, 1.396], [-4.202, -2.277, 1.073], [-4.097, -1.864, -0.363], [-3.527, -1.788, 0.443], [-0.712, 1.144, -0.691], [0.113, 2.156, -1.575], [-0.059, 1.763, -0.737], [0.521, 0.378, 3.978], [-0.491, -0.584, 3.205], [-0.145, 0.197, 3.324], [-1.346, 1.134, 1.940], [-2.261, -0.075, 1.675], [-1.709, 0.611, 1.247]]}